## 1
12
Properties=species:S:1:pos:R:3:mulliken_charge:R:1 method="wB97M-V/def2-TZVPD" e_homo_ev=-8.382 homo_lumo_gap_ev=8.29 total_charge=0
C -2.84556 0.29846 -0.14078 0.400
C -0.42442 0.91281 0.40735 -0.121
C 0.28975 -0.25621 -0.19704 -0.656
N -3.01892 -0.86808 -0.28608 -0.048
N -0.96634 0.88396 1.51809 -0.544
S -2.69127 -2.36296 -0.03160 -0.252
Cl -3.26997 1.82039 -0.35384 -0.074
H -0.25726 1.92736 -0.06091 0.367
H 0.34649 -0.00430 -1.24664 0.293
H -0.32134 -1.16503 -0.07250 0.059
H 1.32595 -0.37612 0.18636 0.306
H -1.15178 0.03170 2.10744 0.269

***

## 2
12
Properties=species:S:1:pos:R:3:mulliken_charge:R:1 method="wB97M-V/def2-TZVPD" e_homo_ev=-8.720 smiles="NN(C=S)/C=C/Cl" homo_lumo_gap_ev=8.87 total_charge=0
C -0.31756 0.93376 1.06666 -0.170
C 0.35987 -0.20829 -0.97459 -0.100
C -0.55364 0.26980 -1.83458 -0.354
H -0.02693 -1.77163 1.41839 0.271
H 1.30524 -0.78598 1.99293 0.283
H -0.61836 1.75896 0.39739 0.282
H 1.21456 -0.78418 -1.29198 0.381
H -1.50638 0.68672 -1.49762 0.335
N 0.79917 -1.21517 1.13371 -0.695
N 0.24035 -0.11735 0.44055 0.247
S -0.58023 1.03454 2.68382 -0.312
Cl -0.31610 0.19883 -3.53468 -0.166

***

Which of them is the most stable, and which is the least stable? 2 and 1, in that order.

***

## 1
17
Properties=species:S:1:pos:R:3:mulliken_charge:R:1 method="wB97M-V/def2-TZVPD" e_homo_ev=-14.199 homo_lumo_gap_ev=11.06 total_charge=+1
C -0.65577 -2.02804 2.21319 -0.735
N 0.76859 0.99572 0.74076 -0.290
C -0.04684 0.09474 1.19808 0.205
N 0.27465 -0.94462 1.93874 -0.183
H -0.54304 -2.86754 1.52745 0.314
H -1.67486 -1.65425 2.15457 0.309
H -0.49893 -2.42298 3.21428 0.283
H 1.76695 0.89659 0.84299 0.225
H 0.44967 1.61381 -0.03413 0.330
H -1.09783 0.24449 0.97383 0.330
H 1.26498 -1.10503 2.06217 0.241
C -0.13209 1.79630 -2.61563 0.178
N 0.28487 0.56998 -2.98025 -0.333
O -0.34720 2.12033 -1.45505 -0.669
H -0.24689 2.50310 -3.44133 0.347
H 0.02665 -0.18818 -2.38224 0.206
H 0.40709 0.37557 -3.95741 0.243

***

## 2
17
Properties=species:S:1:pos:R:3:mulliken_charge:R:1 method="wB97M-V/def2-TZVPD" e_homo_ev="-15.148 / -15.149" homo_lumo_gap_ev="8.81 / 8.81" total_charge=+1
C 1.54399 -1.06620 0.08833 0.239
C -1.55414 0.78212 0.13654 -1.457
C -0.19321 0.71098 -0.50604 0.360
N 0.85546 1.45608 0.16294 -0.725
N 0.36901 -0.69499 -0.37400 -0.274
N -1.23412 -1.99043 0.15242 -0.334
O 2.59754 -0.27821 0.09240 -0.491
H 1.57579 -2.14840 0.34848 0.321
H -2.01231 1.61150 -0.20080 0.493
H -1.54679 1.00970 1.13323 0.449
H -2.12745 -0.05031 -0.11710 0.437
H -0.05553 0.74765 -1.64707 0.346
H 0.66763 2.42604 -0.10133 0.276
H 2.40404 0.79177 -0.13455 0.514
H -1.46102 -2.01536 -0.81707 0.322
H -0.59950 -2.59420 0.62030 0.255
H 0.77061 1.30227 1.16334 0.268

***

Which of them is the most stable, and which is the least stable? 1 and 2, in that order.

***

## 1
12
Properties=species:S:1:pos:R:3:mulliken_charge:R:1 method="wB97M-V/def2-TZVPD" e_homo_ev=-10.248 smiles="C#CC=O.C=C" homo_lumo_gap_ev=10.36 total_charge=0
C -1.07258 1.44356 2.18191 0.288
C -1.27456 0.66388 1.28530 -0.186
C -1.55486 -0.24276 0.17892 -0.375
C 1.46741 0.18944 -1.04485 -0.513
C 1.24839 -1.12313 -1.00609 -0.496
O -1.77391 -1.42065 0.32996 -0.429
H -0.90048 2.12117 2.99036 0.382
H -1.55288 0.23711 -0.81627 0.319
H 1.26689 0.77177 -1.94156 0.256
H 1.85084 0.73065 -0.18275 0.254
H 1.44493 -1.70903 -0.11208 0.250
H 0.85082 -1.66201 -1.86286 0.249

***

## 2
12
Properties=species:S:1:pos:R:3:mulliken_charge:R:1 method="wB97M-V/def2-TZVPD" e_homo_ev=-9.106 homo_lumo_gap_ev=9.69 total_charge=0
C 2.80155 -0.19450 -0.19058 0.194
C 1.65192 0.15805 -0.26298 -0.602
C 0.22768 0.45826 -0.34394 0.014
C -0.81805 -0.80880 0.19080 -0.566
C -1.68192 0.36036 0.43431 -0.199
O -0.26902 1.49325 0.41081 -0.521
H 3.82278 -0.49738 -0.11762 0.404
H -0.10536 0.49239 -1.38840 0.212
H -1.05056 -1.47673 -0.64644 0.291
H -0.49121 -1.34315 1.09050 0.287
H -1.97361 0.63863 1.42616 0.250
H -2.36088 0.63541 -0.37646 0.236

***

## 3
12
Properties=species:S:1:pos:R:3:mulliken_charge:R:1 method="wB97M-V/def2-TZVPD" e_homo_ev=-9.610 smiles="CC#CCC=O" homo_lumo_gap_ev=10.49 total_charge=0
C 2.44786 -0.30743 0.29820 -1.173
C 1.11741 0.27268 0.16754 0.686
C -0.04018 0.60179 0.14015 -0.361
C -1.49754 0.68982 0.16146 -0.374
C -2.08868 -0.40673 -0.71125 -0.050
O -3.06520 -1.03958 -0.40239 -0.460
H 2.79341 -0.23590 1.33378 0.282
H 3.18689 0.15660 -0.35829 0.303
H 2.38839 -1.36791 0.02738 0.273
H -1.88602 1.65346 -0.19088 0.281
H -1.87316 0.53915 1.17747 0.234
H -1.55116 -0.59139 -1.66459 0.358

***

Which of them is the most stable, and which is the least stable? 3 and 2, in that order.

***

## 1
17
Properties=species:S:1:pos:R:3:mulliken_charge:R:1 method="wB97M-V/def2-TZVPD" e_homo_ev=-7.344 homo_lumo_gap_ev=3.60 total_charge=0
O 0.29185 -2.57484 0.22708 -0.162
C -0.20075 -1.93386 1.07427 0.069
C 1.40817 0.44919 -0.06075 -0.861
C 0.45238 1.24745 0.78831 0.294
C 0.77004 1.80657 1.94341 -0.884
S -0.93115 0.84900 -2.25402 -0.210
C -1.58638 -0.74323 -1.87266 -0.269
H -1.35875 -1.91183 1.05369 0.283
H 0.98052 -0.52191 -0.26557 0.138
H 1.58042 0.92623 -1.01133 0.321
H 2.37404 0.42430 0.48430 0.332
H -0.59050 1.12831 0.47426 0.153
H 1.77559 1.70995 2.36824 0.220
H 0.11989 2.40066 2.55217 0.286
H -1.43676 -1.01340 -0.81369 -0.302
H -1.03728 -1.51263 -2.44303 0.255
H -2.61133 -0.72997 -2.24468 0.337

***

## 2
17
Properties=species:S:1:pos:R:3:mulliken_charge:R:1 method="wB97M-V/def2-TZVPD" e_homo_ev=-8.827 smiles=COC1(SC)CC1 homo_lumo_gap_ev=9.67 total_charge=0
C -1.90482 -0.31030 -1.47687 -0.830
C 0.24928 0.11046 0.60517 0.216
C 0.61484 0.77960 1.92742 -0.670
C -0.04545 -0.49310 1.95021 -0.139
C 1.44246 -1.16493 -1.18904 -0.491
H -2.30959 -0.81263 -0.68638 0.265
H -1.65640 -1.12402 -2.20132 0.357
H -2.52731 0.51176 -2.11042 0.242
H 0.11293 1.70747 2.39853 0.252
H 1.72660 0.63219 2.02648 0.208
H 0.58556 -1.36381 2.27189 0.219
H -1.23803 -0.75847 2.08616 0.182
H 2.47589 -1.16513 -1.68237 0.225
H 0.58797 -0.92542 -2.12145 0.111
H 1.04835 -2.15504 -0.57617 0.255
O 1.44920 -0.35919 -0.04678 -0.358
S -0.78359 0.92477 -0.62075 -0.044

***

## 3
17
Properties=species:S:1:pos:R:3:mulliken_charge:R:1 method="wB97M-V/def2-TZVPD" e_homo_ev=-8.105 smiles=CC(C)SO.C#C homo_lumo_gap_ev=8.92 total_charge=0
C 2.31914 -1.22868 2.65705 -0.508
C 1.19249 -1.59757 2.84371 -0.258
C -1.46726 1.63777 -0.29088 -1.452
C -0.76725 0.09839 -2.17977 -1.277
C -0.42858 0.68969 -0.81129 0.354
O 1.22020 -1.26525 -0.12431 -0.426
S -0.19349 -0.58188 0.52366 -0.009
H 3.22559 -0.94911 3.12847 0.323
H 1.69485 -1.62597 0.65365 0.302
H 0.30031 -2.15560 2.57726 0.446
H -1.29941 1.94986 0.76054 0.384
H -1.30127 2.50365 -0.95475 0.380
H -2.47481 1.33240 -0.42087 0.359
H -0.24170 -0.76863 -2.19728 0.490
H -0.44722 0.80979 -2.97334 0.305
H -1.82681 0.04931 -2.29122 0.265
H 0.49521 1.10181 -0.90064 0.320

***

Which of them is the most stable, and which is the least stable? 3 and 1, in that order.

***

## 1
46
Properties=species:S:1:pos:R:3:mulliken_charge:R:1 method="wB97M-V/def2-TZVPD" e_homo_ev=-8.543 homo_lumo_gap_ev=8.59 total_charge=0
C 4.91727 -5.37597 -0.32342 -0.679
O 3.73052 -5.12884 0.42952 -0.390
C 3.59967 -3.89084 0.93503 0.517
C 2.40347 -3.65299 1.70187 -0.598
C 2.20423 -2.43952 2.22998 0.043
C 3.18617 -1.38469 2.01346 0.547
N 3.12756 -0.16704 2.41880 -0.611
C 2.04564 0.28271 3.16568 0.263
O 1.82914 -0.05729 4.30882 -0.600
C 1.22090 1.36202 2.48733 -0.789
C 0.89657 1.05999 1.03922 0.185
C -0.02350 -0.13770 0.72388 -0.667
N -0.68797 0.67985 -0.30229 0.069
C -2.11998 0.53717 -0.42454 -1.287
C -2.69178 1.46586 -1.46914 0.399
C -1.88754 1.95943 -2.49048 -0.400
C -2.39534 2.80737 -3.45907 -0.901
C -3.72655 3.15769 -3.39585 0.690
F -4.21122 3.99002 -4.34409 -0.351
C -4.59135 2.69940 -2.41481 0.137
C -6.03674 3.10014 -2.39046 -1.645
C -4.03035 1.84650 -1.46451 0.644
Cl -5.09084 1.21308 -0.23244 -0.243
C -0.17962 1.90915 0.33626 -0.967
N 4.27216 -1.78162 1.28533 0.093
N 4.49875 -2.99908 0.73507 -0.844
H 4.84939 -6.41061 -0.64381 0.242
H 4.97004 -4.71031 -1.18483 0.302
H 5.80174 -5.22297 0.29474 0.307
H 1.70418 -4.46660 1.83657 0.438
H 1.33775 -2.21074 2.83371 0.485
H 0.31374 1.49840 3.07721 0.395
H 1.79939 2.28929 2.55031 0.358
H 1.80523 1.01166 0.44125 0.303
H 0.42253 -1.06530 0.35944 0.328
H -0.68496 -0.36242 1.57554 0.329
H -2.33644 -0.50037 -0.70157 0.390
H -2.62297 0.71570 0.53798 0.549
H -0.84745 1.66359 -2.50860 0.496
H -1.77793 3.19760 -4.25610 0.420
H -6.28286 3.59494 -1.45037 0.354
H -6.26313 3.77507 -3.21072 0.361
H -6.68033 2.22330 -2.46988 0.343
H -0.89657 2.32757 1.05836 0.321
H 0.13825 2.69638 -0.34833 0.366
H 4.99115 -1.09897 1.10993 0.300

***

## 2
46
Properties=species:S:1:pos:R:3:mulliken_charge:R:1 method="wB97M-V/def2-TZVPD" e_homo_ev=-8.531 homo_lumo_gap_ev=8.51 total_charge=0
C 6.00205 -4.78349 -1.56639 -0.670
O 4.61130 -4.46838 -1.63559 -0.388
C 4.30801 -3.17258 -1.82264 0.559
C 2.90197 -2.86804 -1.90679 -0.741
C 2.52844 -1.59908 -2.10348 0.084
C 3.53574 -0.55026 -2.21897 0.463
N 3.33692 0.69578 -2.43531 -0.632
C 2.06102 1.24245 -2.41892 0.274
O 1.50124 1.63833 -3.41540 -0.570
C 1.45693 1.42344 -1.03483 -0.881
C 0.02593 1.90130 -1.07910 0.306
C -1.04166 0.94774 -1.64162 -0.631
N -1.94807 1.37113 -0.56083 0.016
C -2.78151 0.35094 0.04207 -1.358
C -3.53475 0.92185 1.21702 0.068
C -4.50833 1.88739 0.97129 -0.372
C -5.21603 2.47956 1.99793 -0.832
C -4.93336 2.09462 3.29357 0.806
F -5.63118 2.67911 4.29217 -0.349
C -3.97685 1.14966 3.62109 0.174
C -3.70354 0.77209 5.04718 -1.703
C -3.29105 0.58205 2.54272 0.892
Cl -2.06478 -0.60291 2.93116 -0.242
C -0.79792 1.86234 0.22190 -0.708
N 4.82200 -1.00855 -2.10688 0.120
N 5.22921 -2.28736 -1.92632 -0.836
H 6.04995 -5.85698 -1.41532 0.242
H 6.50403 -4.50219 -2.49184 0.302
H 6.47247 -4.25668 -0.73647 0.301
H 2.19120 -3.67883 -1.82466 0.445
H 1.48883 -1.31933 -2.20705 0.460
H 1.53891 0.47775 -0.48730 0.456
H 2.09594 2.12981 -0.49591 0.328
H -0.03814 2.87191 -1.56711 0.306
H -1.40388 1.11196 -2.65544 0.277
H -0.73033 -0.10541 -1.53143 0.232
H -3.49827 0.01514 -0.71224 0.435
H -2.19379 -0.52411 0.34912 0.512
H -4.69472 2.17937 -0.05442 0.442
H -5.97448 3.22793 1.81659 0.417
H -2.66000 0.95925 5.30182 0.349
H -4.33661 1.34022 5.72253 0.357
H -3.88713 -0.29126 5.20559 0.360
H -0.41110 1.10489 0.91984 0.287
H -0.97038 2.79438 0.76149 0.342
H 5.56577 -0.33694 -2.20284 0.299

***

## 3
46
Properties=species:S:1:pos:R:3:mulliken_charge:R:1 method="wB97M-V/def2-TZVPD" e_homo_ev=-8.691 homo_lumo_gap_ev=8.56 total_charge=0
C -8.52198 -0.16051 0.49120 -0.670
O -7.59039 0.78652 1.01475 -0.389
C -6.35249 0.33032 1.25450 0.571
C -5.41797 1.28190 1.78133 -0.528
C -4.16242 0.89034 2.05240 -0.081
C -3.77674 -0.48478 1.79290 0.464
N -2.61424 -1.06625 1.92045 -0.579
C -1.58287 -0.42325 2.57416 0.458
O -1.69896 0.50604 3.35848 -0.661
C -0.22453 -1.00700 2.24770 -0.932
C 0.11178 -0.81746 0.78067 0.109
C 0.32940 0.61785 0.26363 -0.717
N 1.45906 0.12575 -0.54514 0.019
C 2.61699 0.98339 -0.62089 -1.285
C 3.69515 0.42462 -1.51717 0.447
C 3.44273 -0.64933 -2.36194 -0.407
C 4.43223 -1.16295 -3.18314 -0.893
C 5.68287 -0.58616 -3.15224 0.707
F 6.64164 -1.09911 -3.95598 -0.352
C 6.00628 0.49303 -2.34420 0.154
C 7.37858 1.09870 -2.34932 -1.657
C 4.97499 0.97151 -1.53845 0.561
Cl 5.31695 2.34571 -0.51993 -0.242
C 1.55554 -1.07278 0.31254 -0.929
N -4.77698 -1.25377 1.29668 0.174
N -6.04659 -0.89621 1.01364 -0.921
H -9.45234 0.38421 0.36758 0.246
H -8.17596 -0.54943 -0.46615 0.301
H -8.65381 -0.99131 1.18392 0.301
H -5.75414 2.29631 1.94668 0.433
H -3.41935 1.55327 2.46301 0.516
H 0.51363 -0.51362 2.88019 0.460
H -0.23928 -2.07349 2.48667 0.340
H -0.60417 -1.34962 0.15587 0.331
H -0.46893 1.10014 -0.30271 0.339
H 0.65289 1.28446 1.07645 0.358
H 2.29913 1.95886 -1.00333 0.450
H 3.04004 1.16838 0.37998 0.521
H 2.44732 -1.07085 -2.37356 0.492
H 4.24781 -1.99852 -3.84401 0.419
H 7.81481 1.07028 -1.35028 0.355
H 8.03276 0.56491 -3.03254 0.363
H 7.33512 2.14587 -2.65121 0.342
H 2.27607 -0.93545 1.13256 0.290
H 1.77930 -2.00614 -0.20600 0.401
H -4.54890 -2.21439 1.09024 0.320

***

## 4
46
Properties=species:S:1:pos:R:3:mulliken_charge:R:1 method="wB97M-V/def2-TZVPD" e_homo_ev=-8.486 homo_lumo_gap_ev=8.15 total_charge=0
C -2.86017 -7.60986 1.32936 -0.667
O -2.97824 -6.22553 1.67010 -0.382
C -1.84000 -5.51831 1.67505 0.584
C -1.95224 -4.13687 2.04817 -0.474
C -0.84867 -3.37329 2.06181 -0.120
C 0.43488 -3.94601 1.68943 0.417
N 1.62071 -3.42152 1.71816 -0.631
C 1.95048 -2.11633 1.43951 0.310
O 3.06652 -1.69572 1.67330 -0.585
C 1.02134 -1.23910 0.59908 -0.707
C 1.14386 0.22596 0.95599 0.177
C 2.43123 0.98292 0.58802 -0.812
N 1.60001 2.13073 0.18419 0.055
C 2.02778 2.89957 -0.96462 -1.462
C 1.03768 3.99547 -1.26658 0.082
C 0.98636 5.09766 -0.41667 -0.347
C 0.07751 6.12018 -0.60323 -0.860
C -0.79640 6.02600 -1.66698 0.825
F -1.68361 7.03137 -1.84641 -0.352
C -0.81473 4.96686 -2.55792 0.136
C -1.78455 4.91682 -3.70023 -1.689
C 0.12756 3.96175 -2.31662 0.910
Cl 0.13300 2.61526 -3.43102 -0.233
C 0.42914 1.24948 0.05004 -0.735
N 0.36680 -5.27423 1.40006 0.156
N -0.71696 -6.07372 1.38402 -0.847
H -3.87024 -8.00283 1.37726 0.246
H -2.44764 -7.72101 0.32716 0.301
H -2.21031 -8.12189 2.03815 0.303
H -2.92128 -3.75777 2.34300 0.441
H -0.88030 -2.34930 2.40023 0.459
H 1.34566 -1.38770 -0.43761 0.242
H -0.02130 -1.55317 0.63195 0.349
H 0.89334 0.39005 2.00576 0.328
H 3.16386 1.18103 1.36732 0.357
H 2.93174 0.49932 -0.26364 0.320
H 2.98667 3.35747 -0.70816 0.498
H 2.19148 2.26936 -1.85002 0.511
H 1.67694 5.13579 0.41663 0.441
H 0.03505 6.97891 0.05146 0.414
H -2.40744 4.02384 -3.63905 0.347
H -2.42606 5.79326 -3.69477 0.357
H -1.25610 4.87370 -4.65326 0.361
H 0.31336 0.84763 -0.96755 0.301
H -0.51808 1.68167 0.37663 0.344
H 1.24137 -5.72791 1.18252 0.329

***

Which of them is the most stable, and which is the least stable? 3 and 4, in that order.